This record from the Open Molecules 2025 dataset describes the ion C6H12P with charge +1 at a distorted geometry. The level of theory is wB97M-V/def2-TZVPD.

XYZ file:
```
19
Properties=species:S:1:pos:R:3:forces:R:3:nbo_charge:R:1
C 3.007 -0.367 -0.131 -2.743 1.797 -2.554 -0.206
C 1.309 1.009 0.175 -0.651 -1.658 -0.001 -0.323
C 2.622 1.034 0.188 0.835 -0.200 -0.921 -0.226
C -0.703 -1.196 -1.245 -1.648 -0.161 1.624 -0.952
C -0.919 -0.281 1.613 -0.855 -1.399 -0.187 -0.938
C -1.367 1.622 -0.493 -0.030 -3.960 -1.647 -0.873
P -0.269 0.178 -0.059 0.344 0.345 0.294 1.419
H 3.310 -0.971 0.663 0.565 -1.216 0.961 0.207
H 3.300 1.874 0.395 -0.438 -0.416 0.170 0.252
H 2.611 -0.770 -1.144 1.069 0.492 2.067 0.223
H -0.092 -2.029 -1.452 1.738 -0.407 -0.125 0.278
H -1.147 -0.871 -2.162 0.006 0.660 -0.545 0.270
H -1.524 -1.766 -0.724 0.374 0.945 -0.178 0.272
H -0.378 -1.056 2.306 -0.599 2.016 -1.420 0.299
H -1.942 -0.770 1.401 1.422 0.821 0.206 0.265
H -1.138 0.743 1.983 0.417 -0.923 0.707 0.262
H -1.692 1.496 -1.548 -0.435 0.044 0.942 0.265
H -0.793 2.447 -0.466 1.983 2.982 0.319 0.255
H -2.079 1.619 0.286 -1.355 0.240 0.288 0.252
```
Positions in Å, forces in eV/Å.

* total charge: +1
* HOMO level (spin up / spin down): -12.97 / -12.86 eV
* gap between HOMO and LUMO (spin up / spin down): 8.628 / 7.967 eV



This record from the Open Molecules 2025 dataset describes the molecule C6H12S at a distorted geometry. The level of theory is wB97M-V/def2-TZVPD.

XYZ file:
```
19
Properties=species:S:1:pos:R:3:forces:R:3:nbo_charge:R:1
C 0.463 -1.467 2.751 0.578 -1.927 2.470 -0.452
C 1.142 -0.550 2.129 -4.209 2.956 -1.403 -0.157
C -1.143 -0.644 -0.393 3.199 -0.704 -1.825 -0.629
C -0.672 1.738 -1.248 1.077 -0.094 -0.296 -0.629
C 1.231 0.123 -0.789 -0.272 -1.473 2.106 -0.625
C -0.170 0.550 -0.406 -1.572 0.014 2.194 -0.111
S -0.095 1.119 1.368 2.131 -2.356 0.882 0.035
H 1.065 -2.233 3.392 -1.073 0.969 -1.545 0.212
H -0.633 -1.513 2.899 0.872 0.419 -0.146 0.230
H 2.094 -0.471 1.736 1.846 0.221 0.069 0.197
H -2.084 -0.658 -0.026 -3.254 1.619 1.187 0.221
H -1.234 -0.956 -1.431 0.080 -0.568 -0.230 0.194
H -0.761 -1.447 0.225 0.862 -0.389 -0.304 0.214
H -1.494 2.423 -0.908 0.533 -1.248 -0.044 0.233
H -0.864 1.254 -2.221 -0.296 0.750 0.067 0.211
H 0.231 2.361 -1.341 -0.446 0.170 -0.318 0.213
H 1.919 0.910 -0.738 1.004 1.308 0.725 0.217
H 1.615 -0.788 -0.234 -0.628 1.269 -0.211 0.214
H 1.360 -0.197 -1.744 -0.434 -0.937 -3.380 0.210
```
Positions in Å, forces in eV/Å.

* HOMO level: -8.47 eV
* SMILES: C=CSC(C)(C)C
* gap between HOMO and LUMO: 9.317 eV



In the order shown, the computed electronic energy values come out to -15693.8870 -17248.9172 eV.